(1)
This record from the Open Molecules 2025 dataset describes a structure of composition C33H48N6O3PRe. The level of theory is wB97M-V/def2-TZVPD.

Element x y z (Å)
Re -0.63859 -0.15141 0.01990
C 1.14339 -1.75232 2.75358
N 1.48566 -0.68082 1.81553
C 2.74304 -1.01689 1.14545
C 1.63574 0.61272 2.44944
C 2.59678 0.80819 3.43514
C 2.88460 2.07302 3.91795
C 2.22250 3.16457 3.37350
C 1.24025 2.97813 2.41758
C 0.88350 1.69754 1.97502
N -0.19776 1.49907 1.09947
C -1.35166 2.29053 1.26392
C -1.73811 2.95574 2.42553
C -2.97389 3.58320 2.49768
C -3.84904 3.56532 1.42499
C -3.47703 2.91683 0.25319
C -2.25212 2.28409 0.18544
N -1.73686 1.65317 -1.03936
C -2.79921 1.22272 -1.96506
C -0.96436 2.72908 -1.71805
H 1.98642 -2.01045 3.40515
H 0.85844 -2.64083 2.19298
H 0.29962 -1.44887 3.37147
H 3.55896 -1.15460 1.86516
H 3.02929 -0.22702 0.46411
H 2.61705 -1.94677 0.58731
H 3.14556 -0.04506 3.81475
H 3.63254 2.20766 4.68747
H 2.46432 4.16769 3.70045
H 0.72004 3.83727 2.01429
H -1.09653 2.94264 3.29521
H -3.26018 4.07523 3.41827
H -4.81236 4.05154 1.49220
H -4.15084 2.90917 -0.59224
H -3.27826 2.08273 -2.43880
H -3.55305 0.65853 -1.41674
H -2.35068 0.60704 -2.74092
H -1.63644 3.57254 -1.89324
H -0.58328 2.36895 -2.66727
H -0.14459 3.04049 -1.08234
C 4.23184 -1.85723 -2.98625
C 2.80238 -1.77711 -2.50514
O 2.59904 -0.49254 -1.91420
P 1.23358 0.35449 -1.73500
O 1.90429 1.79957 -1.70074
C 3.04298 2.21056 -0.90546
C 3.56846 3.50091 -1.48383
O 0.56599 0.31364 -3.18548
C 1.28412 0.69427 -4.38704
C 0.76720 -0.13729 -5.53449
H 4.44749 -2.86126 -3.35208
H 4.91834 -1.63167 -2.17082
H 4.40555 -1.14856 -3.79576
H 2.62731 -2.55113 -1.74744
H 2.10126 -1.91686 -3.33274
H 3.79884 1.42653 -0.93978
H 2.70975 2.34308 0.12684
H 3.94834 3.34850 -2.49394
H 4.38080 3.87627 -0.86103
H 2.78302 4.25606 -1.51374
H 2.35469 0.55571 -4.22871
H 1.10197 1.75672 -4.55289
H 0.91379 -1.20198 -5.34654
H 1.29957 0.12493 -6.44898
H -0.29629 0.04065 -5.69211
C -3.04964 -0.06955 3.19546
C -2.82264 -1.54986 3.05739
C -3.35580 -2.42070 3.99966
C -3.16965 -3.78835 3.90421
C -2.44951 -4.30895 2.83770
C -1.89649 -3.48129 1.87420
C -1.13245 -4.07281 0.72285
C -2.06487 -2.08638 1.99956
N -1.42289 -1.23369 1.13070
H -4.08245 0.13479 3.47961
H -2.84204 0.45861 2.26820
H -2.40752 0.35159 3.97329
H -3.93378 -2.00837 4.81843
H -3.59463 -4.44992 4.64733
H -2.31741 -5.38042 2.74726
H -1.09316 -5.15726 0.81151
H -0.10661 -3.69546 0.68766
H -1.60483 -3.82978 -0.22987
N -0.26678 -2.51071 -2.07324
C -0.83759 -3.35543 -2.94704
C -2.16162 -2.99426 -3.04305
C -2.30113 -1.91301 -2.16582
N -1.14248 -1.62265 -1.58480
H 0.64851 -2.56019 -1.65845
H -0.27520 -4.14631 -3.41403
H -2.92304 -3.45262 -3.64824
H -3.19145 -1.36369 -1.91120

As for the total charge: +1. The calculation puts the lowest unoccupied orbital energy (spin up / spin down) at -2.37 / -2.63 eV. Its energy above the lowest of the compared OMol25 structures with the same formula, charge and spin is 33.3 kJ/mol. As for the multiplicity: 2. The expectation value of S² is 0.76.

Atom charges from the Löwdin analysis, given in e for atoms 1 to 5: 1.366 -0.069 -0.233 -0.081 -0.207

(2)
This record from the Open Molecules 2025 dataset describes the molecule C3H6N2O. The level of theory is wB97M-V/def2-TZVPD.

Element x y z (Å)
C -0.98263 0.41090 -0.25849
C 1.39355 0.76580 -0.13858
C 1.05366 -0.60442 0.36250
H -1.57695 -1.60670 -0.44680
H -2.67564 -0.43930 0.05782
H 2.16887 0.93491 -0.78206
H 1.19778 1.60200 0.48633
H 1.73832 -1.44482 0.12290
H 0.52260 -0.54037 1.36010
N -1.80010 -0.69622 -0.07095
N 0.25039 0.04302 -0.82461
O -1.28985 1.57519 0.13184

As for the total charge: 0. The calculation puts the lowest unoccupied orbital energy at 1.00 eV. Its energy above the lowest of the compared OMol25 structures with the same formula, charge and spin is 194.9 kJ/mol.

Atom charges from the Löwdin analysis, given in e for atoms 1 to 5: -0.570 -0.117 -0.076 0.114 0.035

> Look up the total charge of the first one.

+1